ORCA calculation (the ωB97M-V functional and the def2-TZVPD basis) on a molecular structure, C12H26As2N3O3PPdS.

For the LUMO energy, the calculation gives -6.02 eV. As for the HOMO energy: -0.530 Eh. As for the charge: +2. The energy relative to the best compared isomer or geometry (same formula, charge and spin) is 0.357 eV.

CARTESIAN COORDINATES (ANGSTROEM)
Pd -0.659 0.138 0.113
C 2.887 -0.731 0.262
As 1.473 0.327 1.030
C 1.395 -0.228 2.878
C 2.019 2.168 1.090
C 3.313 2.587 1.374
C 3.577 3.945 1.487
C 2.556 4.875 1.331
C 1.264 4.458 1.046
C 0.999 3.100 0.915
As -0.748 2.423 0.461
C -1.988 3.073 1.776
C -1.238 3.233 -1.214
H 3.730 -0.772 0.951
H 3.204 -0.308 -0.688
H 2.487 -1.732 0.115
H 2.376 -0.094 3.335
H 1.098 -1.274 2.934
H 0.664 0.385 3.400
H 4.114 1.871 1.507
H 4.583 4.280 1.701
H 2.770 5.930 1.427
H 0.479 5.194 0.922
H -2.061 4.157 1.690
H -1.638 2.805 2.770
H -2.953 2.614 1.577
H -1.200 4.317 -1.116
H -2.248 2.912 -1.462
H -0.540 2.909 -1.983
O -3.448 -1.992 0.821
S -3.480 -0.513 0.933
N -2.811 0.331 -0.078
N -3.583 -3.323 -1.485
C -2.458 -2.567 -2.105
P -0.927 -3.062 -1.202
O -1.232 -4.415 -0.634
O -0.378 -1.938 -0.377
C 0.345 -3.505 -2.500
N 0.863 -4.853 -2.074
H -3.711 -2.921 -0.514
H -3.320 -4.306 -1.361
H -4.447 -3.251 -2.019
H -2.659 -1.501 -2.000
H -2.391 -2.830 -3.159
H 1.166 -2.798 -2.578
H -0.115 -3.626 -3.478
H 0.099 -5.239 -1.459
H 1.705 -4.780 -1.503
H 1.067 -5.473 -2.857

natural (NBO) atomic charge list, values in e, 2 entries:
1. Pd 0.40
2. C -0.95


ORCA calculation (the ωB97M-V functional and the def2-TZVPD basis) on C14H22N2O3 in the gas phase.

For the LUMO energy, the calculation gives 0.64 eV. As for the HOMO energy: -0.297 Eh. The SMILES is CC(=O)Nc1ccc(OC[C@@H](O)CNC(C)C)cc1. As for the charge: 0. The energy relative to the best compared isomer or geometry (same formula, charge and spin) is 1.636 eV.

CARTESIAN COORDINATES (ANGSTROEM)
C 5.573 1.086 -0.481
C 4.299 0.728 0.260
O 4.008 1.191 1.339
N 3.536 -0.165 -0.434
C 2.303 -0.731 -0.085
C 1.656 -0.462 1.114
C 0.432 -1.041 1.400
C -0.179 -1.895 0.490
C 0.484 -2.179 -0.707
C 1.705 -1.608 -0.989
H 2.199 -1.838 -1.923
H 0.015 -2.856 -1.404
O -1.378 -2.534 0.647
C -2.285 -2.152 1.653
C -3.304 -1.094 1.189
O -4.228 -0.998 2.252
H -4.916 -0.369 2.008
C -2.681 0.269 0.854
N -2.236 0.314 -0.526
H -1.779 -0.559 -0.763
C -1.327 1.413 -0.828
C -0.689 1.155 -2.189
H -0.029 1.975 -2.458
H -1.464 1.062 -2.946
H -0.107 0.235 -2.168
C -2.097 2.733 -0.844
H -2.463 2.984 0.147
H -1.449 3.538 -1.182
H -2.944 2.652 -1.520
H -0.522 1.482 -0.069
H -3.454 1.037 0.982
H -1.872 0.499 1.568
H -3.803 -1.467 0.280
H -2.846 -3.057 1.905
H -1.790 -1.800 2.561
H -0.027 -0.811 2.348
H 2.113 0.204 1.826
H 3.892 -0.468 -1.330
H 6.144 1.792 0.115
H 6.173 0.195 -0.651
H 5.335 1.540 -1.441

natural (NBO) atomic charge list, values in e, 2 entries:
1. C -0.71
2. C 0.68


ORCA calculation (the ωB97M-V functional and the def2-TZVPD basis) on 2 unconnected molecules or ions with the total composition C23H29N2O2 in a non-equilibrium geometry.

For the LUMO energy, the calculation gives -5.08 eV. As for the HOMO energy: -0.350 Eh. As for the charge: +1. The energy relative to the best compared isomer or geometry (same formula, charge and spin) is 3.535 eV.

CARTESIAN COORDINATES (ANGSTROEM)
C 1.998 -2.648 -3.311
N 1.117 -3.424 -2.448
C 1.327 -4.871 -2.227
C 0.185 -5.270 -1.283
N -0.723 -4.104 -1.311
C -1.952 -4.076 -0.528
C -0.138 -2.993 -1.959
C -0.672 -1.769 -2.091
H 1.982 -1.598 -3.030
H 3.021 -3.009 -3.223
H 1.682 -2.743 -4.348
H 1.252 -5.387 -3.189
H 2.322 -5.062 -1.812
H -0.337 -6.180 -1.595
H 0.541 -5.411 -0.259
H -2.677 -3.397 -0.972
H -2.396 -5.069 -0.491
H -1.738 -3.751 0.488
H -1.661 -1.556 -1.744
H -0.127 -0.974 -2.553
C 6.050 0.047 0.870
O 5.239 -1.095 1.005
C 3.876 -0.834 1.038
C 2.989 -1.922 1.132
C 1.634 -1.744 1.161
C 1.081 -0.452 1.113
C -0.323 -0.254 1.160
C -0.888 1.001 1.209
C -2.239 1.267 1.195
C -2.760 2.590 1.166
C -4.144 2.826 1.242
C -4.638 4.100 1.203
C -3.795 5.216 1.074
O -4.378 6.475 1.027
C -3.472 7.543 0.876
C -2.414 4.982 0.997
C -1.915 3.713 1.043
C 1.972 0.637 1.016
C 3.321 0.454 0.979
H 7.089 -0.276 0.836
H 5.811 0.568 -0.058
H 5.913 0.705 1.729
H 3.408 -2.910 1.178
H 0.972 -2.590 1.228
H -0.971 -1.112 1.150
H -0.221 1.837 1.292
H -2.921 0.434 1.190
H -4.812 1.988 1.339
H -5.695 4.277 1.266
H -4.043 8.471 0.838
H -2.794 7.578 1.730
H -2.917 7.430 -0.057
H -1.726 5.802 0.898
H -0.851 3.580 0.965
H 1.600 1.644 0.955
H 3.957 1.318 0.904

natural (NBO) atomic charge list, values in e, 2 entries:
1. C -0.40
2. N -0.44


ORCA calculation (the ωB97M-V functional and the def2-TZVPD basis) on 3 unconnected molecules or ions with the total composition C3H11NO3 in a non-equilibrium geometry.

Its multiplicity is 2. For the LUMO energy (alpha / beta), the calculation gives 3.21 / 3.15 eV. As for the HOMO energy (alpha / beta): 0.029 / -0.245 Eh. As for the charge: -1. The energy relative to the best compared isomer or geometry (same formula, charge and spin) is 0.000 eV.

CARTESIAN COORDINATES (ANGSTROEM)
C -2.687 -0.279 1.662
C -1.391 0.273 2.170
N -0.290 -0.205 1.502
C -0.188 -1.087 0.366
O -1.249 1.064 3.090
H -3.584 -0.051 2.243
H -2.639 -1.372 1.653
H -2.877 0.003 0.642
H 0.549 0.139 1.969
H 0.761 -1.626 0.382
H -0.969 -1.857 0.419
H -0.298 -0.629 -0.622
H 4.068 0.731 -2.079
H 3.957 2.306 -2.347
O 3.699 1.424 -2.670
H 1.788 0.430 -2.550
H 0.476 0.656 -3.248
O 0.874 0.079 -2.583

natural (NBO) atomic charge list, values in e, 2 entries:
1. C -0.72
2. C 0.66


ORCA calculation (the ωB97M-V functional and the def2-TZVPD basis) on C6H8N2 in the gas phase in a non-equilibrium geometry.

For the LUMO energy (alpha / beta), the calculation gives 0.10 / 0.00 eV. As for the HOMO energy (alpha / beta): -0.253 / -0.287 Eh. The SMILES is C=C=C(C)N(C)C#N. As for the charge: 0. The energy relative to the best compared isomer or geometry (same formula, charge and spin) is 4.910 eV.

CARTESIAN COORDINATES (ANGSTROEM)
C -0.925 1.964 0.447
C -0.555 -0.983 1.426
C 0.066 -0.381 0.201
C 0.816 -1.079 -0.641
C 1.384 -2.024 -1.339
N -0.087 0.945 -0.151
C 0.544 1.288 -1.420
N 1.044 1.853 -2.308
H -0.325 2.858 0.644
H -1.739 2.244 -0.230
H -1.375 1.645 1.388
H 0.199 -1.540 1.991
H -0.999 -0.257 2.107
H -1.343 -1.686 1.131
H 1.318 -3.062 -1.032
H 1.977 -1.786 -2.215

natural (NBO) atomic charge list, values in e, 2 entries:
1. C -0.40
2. C -0.65


ORCA calculation (the ωB97M-V functional and the def2-TZVPD basis) on a molecular structure, C31H49BN7O2PSTa.

For the LUMO energy, the calculation gives -10.26 eV. As for the HOMO energy: -0.612 Eh. As for the charge: +3. The energy relative to the best compared isomer or geometry (same formula, charge and spin) is 0.878 eV.

CARTESIAN COORDINATES (ANGSTROEM)
Ta 0.643 0.177 0.131
N -1.876 0.774 3.307
C -2.135 2.081 2.876
C -2.975 3.072 3.370
C -2.950 4.271 2.692
C -2.126 4.484 1.568
C -1.294 3.496 1.084
C -1.321 2.285 1.768
N -0.590 1.099 1.564
C -0.976 0.225 2.502
C -0.276 -1.044 2.634
C -0.451 -2.033 3.543
S 0.715 -3.256 3.346
C 1.394 -2.417 2.051
N 0.806 -1.271 1.774
H -2.299 0.332 4.112
H -3.605 2.921 4.236
H -3.581 5.080 3.036
H -2.142 5.451 1.085
H -0.647 3.657 0.227
H -1.196 -2.105 4.323
H 2.254 -2.790 1.510
N -0.134 -0.508 -1.288
P -1.181 -1.066 -2.510
N -0.278 -1.427 -3.786
C 0.727 -0.421 -4.235
C 1.800 -1.097 -5.092
C 1.992 -2.547 -4.662
C 0.725 -3.355 -4.976
C -0.532 -2.492 -4.788
N -2.194 0.181 -2.717
C -2.167 1.519 -2.101
C -1.828 2.591 -3.127
C -2.814 2.533 -4.294
C -2.855 1.140 -4.909
C -3.157 0.090 -3.852
N -1.970 -2.393 -2.033
C -1.184 -3.621 -1.720
C -2.107 -4.723 -1.229
C -2.860 -4.321 0.045
C -3.234 -2.825 0.030
C -3.311 -2.317 -1.401
H 1.174 0.034 -3.352
H 0.233 0.376 -4.797
H 2.730 -0.530 -5.012
H 1.510 -1.063 -6.145
H 2.197 -2.575 -3.586
H 2.854 -2.989 -5.158
H 0.688 -4.250 -4.355
H 0.747 -3.699 -6.010
H -1.404 -3.072 -4.493
H -0.787 -1.995 -5.726
H -1.441 1.540 -1.282
H -3.150 1.712 -1.658
H -0.804 2.434 -3.476
H -1.861 3.571 -2.645
H -2.545 3.272 -5.048
H -3.813 2.801 -3.935
H -1.896 0.909 -5.380
H -3.615 1.086 -5.688
H -3.118 -0.918 -4.269
H -4.162 0.231 -3.444
H -0.432 -3.395 -0.951
H -0.648 -3.944 -2.609
H -1.514 -5.621 -1.056
H -2.808 -4.974 -2.027
H -2.249 -4.547 0.922
H -3.760 -4.927 0.136
H -2.477 -2.231 0.560
H -4.185 -2.653 0.535
H -3.659 -1.287 -1.445
H -4.013 -2.922 -1.975
C 2.125 3.344 -4.007
C 2.366 3.264 -2.516
C 2.030 4.574 -1.834
O 1.403 2.245 -1.985
B 2.116 1.530 -1.082
O 3.425 1.767 -0.955
C 3.766 2.668 -2.103
C 4.767 3.683 -1.607
C 4.372 1.765 -3.164
H 1.129 3.748 -4.191
H 2.202 2.369 -4.485
H 2.849 4.012 -4.476
H 0.986 4.825 -2.026
H 2.648 5.380 -2.231
H 2.201 4.531 -0.757
H 4.406 4.235 -0.743
H 5.004 4.391 -2.403
H 5.689 3.174 -1.328
H 3.672 0.987 -3.486
H 5.256 1.278 -2.756
H 4.674 2.344 -4.036

Mulliken atomic charge list, values in e, 2 entries:
1. Ta 0.76
2. N 0.10


Which value of energy relative to the best compared isomer or geometry (same formula, charge and spin) does entry 4 give? 0.000 eV


What is the formula in the fifth record? C6H8N2


Which of these has the highest energy relative to the best compared isomer or geometry (same formula, charge and spin)? C6H8N2